Record 1
# C18H39FN2O12P2S2

3 unconnected molecules or ions with the total composition C18H39FN2O12P2S2 in a non-equilibrium geometry (the ωB97M-V functional and the def2-TZVPD basis, the Open Molecules 2025 dataset).

Last column: Löwdin charge in e.
Element x y z (Å)
C1 -3.18 -0.42 -1.86  -0.190
C2 -4.78 -0.38 -1.48  -0.515
S1 -5.65 -2.06 -1.67  0.723
C3 -5.27 -2.55 -3.47  -0.500
N1 -5.87 -3.92 -3.69  -0.469
S2 -5.77 -4.94 -2.27  0.730
C4 -5.32 -4.59 -4.93  -0.306
O1 -6.18 -4.83 -5.96  0.053
O2 -3.92 -5.02 -5.11  0.012
C5 -3.10 -4.00 -5.78  -0.244
O3 -3.66 -3.39 -6.86  0.029
N2 -1.72 -3.53 -5.37  0.160
C6 -1.05 -4.46 -4.38  -0.192
O4 -0.18 -3.88 -3.50  -0.005
F1 -1.19 -5.93 -4.31  0.023
H1 -2.63 0.32 -1.13  0.067
H2 -2.98 -0.03 -2.97  0.085
H3 -2.66 -1.46 -1.75  0.073
H4 -4.87 -0.01 -0.38  0.088
H5 -5.28 0.36 -2.26  0.090
H6 -4.10 -2.51 -3.60  0.080
H7 -5.75 -1.79 -4.25  0.136
H8 -4.44 -5.35 -2.02  -0.092
H9 -1.88 -2.62 -4.84  0.164
C7 -2.82 2.07 4.79  -0.078
C8 -3.08 2.44 3.35  -0.301
O5 -2.03 3.25 2.82  -0.252
P1 -0.60 2.52 2.43  0.788
O6 -1.25 1.62 1.35  -0.224
O7 -0.03 3.63 1.32  -0.250
C9 0.49 3.18 0.08  -0.296
C10 -0.54 3.39 -1.02  -0.072
O8 0.13 3.53 3.63  -0.277
C11 -0.10 4.93 3.69  -0.291
C12 -0.99 5.29 4.86  -0.078
H10 -1.85 1.58 4.91  0.073
H11 -3.60 1.41 5.17  0.080
H12 -2.80 2.97 5.42  0.068
H13 -3.20 1.53 2.74  0.099
H14 -4.01 3.00 3.27  0.121
H15 0.80 2.13 0.14  0.086
H16 1.39 3.76 -0.14  0.119
H17 -1.51 2.97 -0.76  0.062
H18 -0.20 2.94 -1.96  0.078
H19 -0.70 4.46 -1.18  0.077
H20 -0.52 5.34 2.76  0.113
H21 0.88 5.40 3.84  0.121
H22 -2.04 5.06 4.63  0.062
H23 -0.93 6.35 5.09  0.079
H24 -0.72 4.71 5.76  0.081
C13 6.83 0.81 -0.80  -0.079
C14 5.70 -0.09 -1.26  -0.299
O9 5.12 -0.80 -0.17  -0.251
P2 4.09 0.04 0.83  0.793
O10 3.08 0.33 -0.30  -0.215
O11 3.22 -1.24 1.44  -0.250
C15 1.80 -1.16 1.49  -0.299
C16 1.20 -1.97 0.35  -0.067
O12 5.23 -0.29 2.10  -0.277
C17 5.74 -1.59 2.34  -0.291
C18 7.19 -1.69 1.90  -0.078
H25 6.48 1.51 -0.03  0.072
H26 7.23 1.38 -1.64  0.080
H27 7.64 0.22 -0.36  0.068
H28 4.94 0.48 -1.80  0.102
H29 6.09 -0.84 -1.96  0.122
H30 1.47 -0.12 1.46  0.081
H31 1.48 -1.58 2.45  0.118
H32 1.63 -1.71 -0.61  0.072
H33 0.12 -1.83 0.30  0.074
H34 1.40 -3.04 0.50  0.080
H35 5.16 -2.38 1.87  0.113
H36 5.69 -1.75 3.42  0.121
H37 7.26 -1.79 0.81  0.062
H38 7.68 -2.57 2.34  0.078
H39 7.75 -0.79 2.18  0.081

structure (SMILES)	CCSCN(S)C(=O)OC(=O)NC(=O)F.CCOP(=O)(OCC)OCC.CCOP(=O)(OCC)OCC
E_LUMO	-2.521	eV
total charge	0
HOMO-LUMO gap	6.498	eV
energy above the lowest of the compared OMol25 structures with the same formula, charge and spin	860.6	kJ/mol
F_max	9.96	eV/Å

---

Record 2
# C5H12N2O

A single C5H12N2O molecule in a non-equilibrium geometry (the ωB97M-V functional and the def2-TZVPD basis, the Open Molecules 2025 dataset).

Last column: Löwdin charge in e.
Element x y z (Å)
C1 -0.74 -1.31 1.44  0.053
C2 -0.92 -0.15 0.81  -0.196
O1 -2.36 0.49 1.13  -0.105
C3 -0.60 0.49 -0.49  -0.307
C4 -0.97 -0.28 -1.74  -0.036
N1 0.88 0.64 -0.25  -0.277
C5 1.88 -0.39 -0.06  -0.105
N2 1.28 1.95 0.16  0.034
H1 0.11 -1.96 1.29  0.054
H2 -1.45 -1.65 2.18  0.067
H3 -2.98 -0.19 1.44  0.056
H4 -1.02 1.51 -0.54  0.142
H5 -0.75 -1.34 -1.67  0.076
H6 -2.05 -0.17 -1.90  0.084
H7 -0.43 0.13 -2.61  0.085
H8 1.56 -1.35 -0.48  0.079
H9 2.10 -0.52 1.01  0.073
H10 2.82 -0.11 -0.54  0.076
H11 2.12 2.25 -0.34  0.074
H12 1.49 1.97 1.16  0.073

structure (SMILES)	C=C(O)[C@H](C)N(C)N
E_LUMO	0.901	eV
total charge	0
HOMO-LUMO gap	8.908	eV
energy above the lowest of the compared OMol25 structures with the same formula, charge and spin	448.3	kJ/mol
F_max	7.15	eV/Å

---

Record 3
# C16H20N4O4S2

A single C16H20N4O4S2 molecule in a non-equilibrium geometry (the ωB97M-V functional and the def2-TZVPD basis, the Open Molecules 2025 dataset).

Last column: Löwdin charge in e.
Element x y z (Å)
C1 5.88 0.17 2.65  -0.066
O1 4.93 -0.46 1.82  -0.062
C2 5.16 -1.71 1.38  -0.215
C3 6.26 -2.49 1.75  -0.009
C4 6.39 -3.79 1.28  -0.069
C5 5.44 -4.33 0.43  -0.083
C6 4.35 -3.57 0.07  -0.030
C7 4.19 -2.27 0.53  -0.065
C8 3.06 -1.44 0.07  -0.411
O2 3.12 -0.28 -0.26  0.028
N1 1.85 -2.11 0.03  0.120
C9 0.71 -1.50 -0.38  -0.557
N2 -0.45 -2.08 -0.41  0.011
N3 -1.41 -1.28 -0.86  -0.021
C10 -1.00 -0.10 -1.16  -0.629
S1 -2.04 1.24 -1.73  0.612
O3 -2.77 0.78 -2.87  -0.267
O4 -1.19 2.38 -1.87  -0.294
N4 -2.99 1.43 -0.39  -0.247
C11 -3.19 2.79 0.07  -0.188
C12 -3.93 3.66 -0.95  -0.180
C13 -5.41 3.32 -1.12  -0.203
C14 -5.66 1.86 -1.49  -0.193
C15 -5.44 0.91 -0.31  -0.171
C16 -4.00 0.42 -0.19  -0.210
S2 0.70 0.17 -0.92  1.175
H1 5.49 1.17 2.83  0.099
H2 6.00 -0.36 3.60  0.098
H3 6.85 0.25 2.15  0.100
H4 7.02 -2.09 2.40  0.105
H5 7.25 -4.37 1.57  0.109
H6 5.55 -5.34 0.06  0.104
H7 3.62 -3.98 -0.62  0.118
H8 1.77 -3.07 0.34  0.155
H9 -2.20 3.21 0.24  0.116
H10 -3.73 2.75 1.02  0.133
H11 -3.42 3.55 -1.91  0.102
H12 -3.84 4.71 -0.64  0.115
H13 -5.82 3.96 -1.90  0.109
H14 -5.94 3.55 -0.19  0.110
H15 -5.01 1.57 -2.32  0.101
H16 -6.70 1.77 -1.83  0.109
H17 -6.07 0.02 -0.43  0.112
H18 -5.75 1.40 0.61  0.106
H19 -3.80 -0.34 -0.95  0.101
H20 -3.84 -0.04 0.79  0.125

structure (SMILES)	COc1ccccc1C(=O)Nc1nnc(S(=O)(=O)N2CCCCCC2)s1
E_LUMO	0.192	eV
total charge	0
HOMO-LUMO gap	9.190	eV
energy above the lowest of the compared OMol25 structures with the same formula, charge and spin	321.7	kJ/mol
F_max	1.60	eV/Å